Record 1
Molecular formula: C31H26N5O13
Method: DFT, ωB97M-V/def2-TZVPD

The value obtained for the orbital gap is 6.452 eV. The net charge is -1. The value obtained for the LUMO energy is 0.57 eV.

Each line ends with the Löwdin charge.
Atoms and positions in Å:
C -1.48713 0.10514 -2.12356  -1.00
O -0.54212 0.72502 -1.65738  -0.05
O -2.30700 0.77532 -2.95191  0.07
O -1.76633 -0.99344 -1.81594  0.02
H -1.98213 1.66246 -3.09189  0.08
C 3.20237 -1.71688 -3.12115  -0.09
C 2.05535 -0.69138 -3.22138  0.03
C 2.36351 0.67169 -3.78650  0.05
C 3.70505 0.86239 -4.57872  -0.12
C 4.79218 -0.22808 -4.41434  0.08
C 4.44196 -1.51625 -3.59331  -0.08
N 4.04709 2.07075 -5.22576  -0.37
O 3.34163 3.05584 -5.19514  0.07
O 4.93877 1.92914 -6.14263  -0.01
H 3.22443 -2.44626 -2.53021  0.01
H 1.03911 -1.01502 -2.72338  0.12
H 1.59622 1.40632 -3.79845  0.07
H 5.84128 0.05375 -4.87736  0.12
H 5.18944 -2.30049 -3.39475  0.10
C -3.47550 -1.18369 2.71365  -0.13
C -4.16303 -0.34394 3.67644  -0.07
C -4.03426 1.15878 3.50032  0.01
C -3.53254 1.72552 2.17427  -0.09
C -3.10037 0.81108 1.11620  0.07
C -3.01082 -0.71993 1.43024  -0.04
N -3.70482 3.19777 1.72213  -0.32
O -4.22009 3.93578 2.66239  -0.02
O -3.18776 3.61453 0.71524  0.08
H -3.48361 -2.31900 2.87798  0.10
H -4.69608 -0.65279 4.66644  0.12
H -4.55581 1.89326 4.19057  0.10
H -2.79262 1.10683 0.06525  0.11
H -2.65903 -1.37188 0.63689  0.06
C 0.52889 -0.75320 1.23202  -0.04
C 1.95369 -0.11473 1.05196  0.01
C 2.89959 -0.12895 2.28412  0.07
C 2.34981 -0.79459 3.67753  -0.10
C 0.88500 -1.02725 3.83276  0.06
C 0.01255 -1.15918 2.49544  -0.05
N 3.26143 -0.70798 4.81651  -0.29
O 4.55747 -0.52237 4.61819  -0.01
O 2.79888 -1.00219 5.99944  -0.01
H -0.16113 -0.80621 0.36647  0.07
H 2.50448 0.23541 0.17656  0.05
H 3.77297 0.45370 2.27174  0.04
H 0.45645 -1.39446 4.77471  0.09
H -1.07184 -1.38495 2.67074  0.05
C 1.10514 5.27824 -2.12020  -0.06
C 0.81676 3.94778 -1.56809  0.00
C 1.98604 3.10123 -1.00096  0.10
C 3.46355 3.67135 -1.03143  -0.05
C 3.56424 5.10990 -1.70506  0.02
C 2.42163 5.87905 -2.10111  -0.09
N 4.53119 2.94987 -0.43888  -0.32
O 4.28323 1.93009 0.34991  -0.01
O 5.68858 3.43309 -0.49713  0.04
H 0.30068 5.74770 -2.40017  0.02
H -0.14699 3.36416 -1.56489  0.09
H 1.60696 2.20274 -0.59622  0.04
H 4.43265 5.64102 -1.55242  0.05
H 2.65025 7.00607 -2.48905  0.15
C -5.58794 -4.47970 0.20342  -0.03
C -4.33269 -3.93495 -0.59175  -0.02
C -3.09539 -3.98182 0.07393  -0.04
C -2.87646 -4.61166 1.45098  -0.09
C -4.09358 -5.07766 2.24479  0.03
C -5.41105 -5.07621 1.49785  -0.07
N -1.58088 -4.60522 2.11523  -0.34
O -0.59950 -4.74233 1.27901  0.03
O -1.46567 -4.27392 3.27289  0.08
H -6.45553 -4.59627 -0.16675  0.00
H -4.52287 -3.60313 -1.76380  0.17
H -2.31565 -3.57977 -0.56749  0.10
H -3.98966 -5.33471 3.17256  0.02
H -6.20263 -5.52030 2.32240  0.14


Record 2
Molecular formula: C31H26N9OS3V
Method: DFT, ωB97M-V/def2-TZVPD

The value obtained for the orbital gap (spin up / spin down) is 6.234 / 6.360 eV. The net charge is +2. The value obtained for the LUMO energy (spin up / spin down) is -6.62 / -6.49 eV. The spin multiplicity is 3.

Each line ends with the Löwdin spin population.
Atoms and positions in Å:
V 0.14473 0.04102 0.01523  1.92
S 0.64961 1.22796 7.08751  0.00
C 1.54923 2.62929 7.43950  0.00
C 1.97896 3.25880 6.31030  0.00
C 1.57821 2.58530 5.13461  0.00
C 0.84498 1.45294 5.39064  0.00
C 0.26452 0.51870 4.43293  0.00
C 0.43488 0.72479 3.04788  0.01
N -0.06292 -0.07934 2.12708  0.00
C -0.79513 -1.15007 2.51532  0.01
C -1.02635 -1.45070 3.85746  0.00
C -1.83398 -2.59575 4.17797  0.00
C -2.38128 -3.35554 3.20480  0.00
C -2.16171 -3.05337 1.81644  0.00
C -2.73097 -3.77886 0.76239  0.00
C -2.49675 -3.42241 -0.55780  0.00
C -1.64293 -2.32951 -0.77794  0.00
N -1.07925 -1.63268 0.20120  -0.01
C -1.34924 -1.96707 1.48979  0.00
C -3.09320 -4.13197 -1.68492  0.00
C -3.91702 -5.22576 -1.64459  0.00
C -4.33247 -5.65183 -2.92786  0.00
C -3.82109 -4.87910 -3.92423  0.00
S -2.82228 -3.63754 -3.31688  0.00
C -0.47153 -0.59135 4.81578  0.01
H 1.70779 2.92199 8.46468  0.00
H 2.55821 4.16931 6.31974  0.00
H 1.82610 2.94637 4.14686  0.00
H 0.98893 1.58118 2.68534  0.00
H -2.00740 -2.82805 5.22045  0.00
H -3.00274 -4.20533 3.45460  0.00
H -3.37196 -4.61948 0.99390  0.00
H -1.41638 -2.00424 -1.78407  0.00
H -4.23122 -5.71672 -0.73531  0.00
H -4.98789 -6.49111 -3.10259  0.00
H -3.97783 -4.97280 -4.98639  0.00
H -0.63817 -0.80420 5.86491  0.00
N 5.56790 3.45947 -0.02125  0.00
C 5.01280 2.45779 0.04628  0.00
C 4.31221 1.20784 0.11620  0.00
C 4.98784 -0.00778 0.19169  0.01
C 4.25007 -1.18042 0.25128  0.00
C 2.87231 -1.09946 0.24200  0.01
N 2.22382 0.07362 0.16448  -0.01
C 2.92343 1.21063 0.10008  0.01
H 6.06940 -0.02690 0.20356  0.00
H 4.73412 -2.14426 0.31246  0.00
H 2.25824 -1.99237 0.30269  0.00
H 2.36059 2.13356 0.02964  0.00
O -2.87588 1.20649 0.22898  0.08
S -1.89630 2.25230 0.01293  0.05
N -0.46335 1.78747 -0.04338  -0.11
C 0.98701 2.49699 -5.93135  0.00
C 1.94966 1.31506 -5.92659  0.00
C 3.13649 1.55641 -4.99900  0.00
C 1.23844 -0.00226 -5.61088  0.00
N 0.66310 -0.01846 -4.25668  0.00
C 1.22244 -0.31084 -3.08848  0.01
N 0.32255 -0.10368 -2.14762  0.00
N -0.80268 0.31928 -2.77927  0.01
N -0.60350 0.36459 -4.03267  0.00
H 1.50943 3.40382 -6.23274  0.00
H 0.56760 2.67669 -4.93852  0.00
H 0.15859 2.33953 -6.62193  0.00
H 2.33391 1.17372 -6.94079  0.00
H 2.80636 1.77420 -3.97793  0.00
H 3.70443 2.42313 -5.33338  0.00
H 3.81985 0.70399 -4.97678  0.00
H 1.92109 -0.84950 -5.67057  0.00
H 0.40007 -0.17895 -6.28158  0.00
H 2.23509 -0.65236 -2.95975  0.00


Record 3
Molecular formula: C31H27BF6O4S
Method: DFT, ωB97M-V/def2-TZVPD

The value obtained for the orbital gap is 7.334 eV. The net charge is 0. The value obtained for the LUMO energy is -0.24 eV.

Each line ends with the Löwdin charge.
Atoms and positions in Å:
C 2.36924 2.91706 4.67152  -0.10
C 1.57242 2.25609 3.61357  -0.57
C 0.72292 2.88282 2.71092  -0.12
C 0.15510 1.98645 1.76781  -0.13
C 0.48168 0.65115 1.99884  -0.46
B -2.36182 1.52893 6.01797  -0.56
C 0.14785 -0.46118 1.13252  -0.20
C 0.81213 -1.70494 1.24733  0.02
C 0.39613 -2.78352 0.47936  -0.10
C 1.04444 -4.13180 0.64492  -0.50
F 1.27070 -4.74739 -0.55574  0.12
F 2.24304 -4.06979 1.30457  0.11
F 0.23104 -4.98057 1.37443  0.10
C -0.64646 -2.66767 -0.43631  0.06
C -1.25564 -1.42983 -0.59778  -0.09
C -2.37947 -1.26501 -1.58675  -0.50
F -3.60311 -1.44236 -0.98370  0.12
F -2.39477 -0.00877 -2.13618  0.11
F -2.30645 -2.15836 -2.61474  0.12
C -0.87341 -0.33561 0.16388  0.06
O -1.42473 2.23948 6.74483  0.09
C -2.20196 3.17328 7.53548  -0.12
C -3.67865 2.87926 7.23477  -0.09
O -3.67652 1.78813 6.26073  0.11
S 1.68898 0.56442 3.27477  1.12
H 2.15360 3.99096 4.67025  0.08
H 2.14329 2.51228 5.66589  0.08
H 3.44175 2.78034 4.47983  0.08
H 0.55082 3.95622 2.73326  0.12
H -0.47551 2.29159 0.93831  0.11
H 1.65450 -1.81444 1.92621  0.11
H -0.96523 -3.52190 -1.01892  0.14
H -1.37948 0.61828 0.02573  0.12
H -1.96518 3.01303 8.59493  0.12
H -1.91904 4.19265 7.24375  0.13
H -4.21327 2.54361 8.13239  0.13
H -4.18372 3.74427 6.78833  0.13
C -7.37616 -0.59322 1.72553  -0.07
O -6.18158 0.03732 1.21626  -0.10
C -5.10469 0.13246 2.04085  -0.27
C -4.01274 0.90875 1.58912  -0.01
C -2.93760 1.13017 2.42050  -0.04
C -2.83888 0.53527 3.68296  -0.19
C -1.65943 0.71786 4.59489  -0.07
C -1.21727 -0.57743 5.24654  -0.19
C -0.47678 -1.50401 4.50021  0.01
C -0.00334 -2.67137 5.08268  -0.14
C -0.36500 -2.97942 6.41510  -0.23
O 0.11492 -4.17369 6.85719  -0.02
C 0.85934 -4.78046 5.72349  -0.10
C 0.86150 -3.77211 4.56512  -0.10
C -1.19436 -2.12170 7.14818  0.02
C -1.61521 -0.94571 6.55251  -0.03
C -3.92787 -0.24109 4.11644  -0.02
C -5.02847 -0.48635 3.31035  0.00
H -8.06756 -0.57694 0.88339  0.09
H -7.18000 -1.62895 2.03463  0.09
H -7.79206 -0.02418 2.56943  0.10
H -4.06130 1.35757 0.59718  0.12
H -2.14556 1.80353 2.09577  0.09
H -0.83265 1.30593 4.19433  0.09
H -0.30549 -1.31951 3.43745  0.08
H 1.87217 -5.02562 6.07170  0.12
H 0.34005 -5.70796 5.44104  0.12
H 0.47018 -4.21769 3.64194  0.10
H 1.88591 -3.42883 4.35064  0.12
H -1.48635 -2.39162 8.15579  0.12
H -2.31906 -0.33349 7.12590  0.12
H -3.91168 -0.67769 5.11585  0.12
H -5.84643 -1.11799 3.66906  0.10


What are the ΔE to the lowest compared entry with this formula, charge and spin values for these records? In order: 21.8; 1.6; 0.0 kcal/mol.